Molecular formula: C13H23I2OP2PtS
Method: DFT, the ωB97M-V functional and the def2-TZVPD basis

The geometry in XYZ format:
```
43
Properties=species:S:1:pos:R:3:forces:R:3:nbo_charge:R:1
I -2.754885 -0.012326 -0.166599 -1.489 0.161 -0.328 0.375
I 2.866979 0.124085 0.388645 -0.287 -0.147 -0.190 0.374
Pt -0.190926 0.199882 -0.164129 -0.430 -1.030 -0.077 0.364
P -0.011899 -2.476710 -0.324616 0.665 -1.145 1.945 1.212
C -0.228475 -3.330833 1.344915 0.884 0.856 0.083 -0.953
C -1.300069 -3.049111 -1.333205 -0.748 -0.104 -0.841 -1.012
H -1.055522 -4.097186 -1.528192 -0.263 -0.090 -0.169 0.308
H 1.391945 -4.098927 -1.217783 0.158 0.022 -0.115 0.300
H -1.276698 -2.459389 -2.246234 -0.281 -0.208 -0.322 0.293
H 1.780522 -2.474091 -1.866284 0.035 -0.303 0.056 0.293
H -1.142329 -3.000224 1.818875 -0.502 -0.327 0.024 0.263
H -2.257297 -2.943954 -0.825930 -0.070 -0.161 -0.145 0.285
C 1.546244 -3.046427 -0.958049 0.762 -0.022 -0.513 -1.014
H -0.157046 -4.380664 1.182491 -0.473 -1.071 -0.127 0.301
H 2.404929 -2.963412 -0.264197 -0.630 -0.111 -0.322 0.286
H 0.623211 -3.110121 2.083499 -1.320 -0.925 -1.102 0.266
P 0.008482 2.417178 -0.240221 -0.184 2.786 -0.892 1.112
C -0.201672 3.271478 1.343560 0.005 -0.498 0.221 -0.973
C 1.527957 3.058919 -0.969081 0.299 -0.229 -0.083 -0.969
H -1.301496 2.439670 -2.247796 0.007 0.284 0.095 0.268
H -1.084374 4.079357 -1.550606 -0.252 -0.016 -0.053 0.286
H -2.274288 2.932568 -0.836264 0.122 0.183 -0.057 0.257
C -1.298122 3.032356 -1.324386 0.003 -0.140 -0.126 -0.969
H 1.757472 2.489117 -1.878108 -0.009 0.254 0.100 0.271
H 1.363825 4.113823 -1.222243 0.113 -0.174 0.065 0.292
H -0.191510 4.357458 1.171584 0.013 -0.274 -0.039 0.301
H 0.616284 3.001046 2.025885 -0.198 0.156 -0.115 0.265
H 2.364522 2.960793 -0.265500 -0.245 0.226 -0.208 0.258
H -1.158375 2.980135 1.796867 0.198 0.155 -0.050 0.269
C -0.241592 0.015746 1.884083 -1.102 1.373 -1.477 0.265
O -0.466529 0.107413 2.982420 -1.081 0.755 2.490 -0.400
S 1.125664 -1.271796 1.352531 5.975 0.529 2.094 0.168
C 1.784915 -1.328366 3.257472 0.324 -0.063 -1.991 0.154
C 3.027619 -0.837174 3.500880 0.312 -0.120 0.990 -0.332
C 3.430179 -0.967081 4.830493 -0.039 -0.061 0.378 -0.138
C 2.607860 -1.550364 5.788602 -0.033 -0.040 -0.035 -0.151
C 1.351366 -2.021416 5.415503 0.183 -0.085 1.160 -0.129
C 0.916028 -1.900413 4.108041 -0.956 -0.820 0.947 -0.361
H 3.698803 -0.376061 2.815079 0.190 0.069 -0.286 0.253
H 4.405771 -0.601976 5.106210 0.175 0.073 0.023 0.265
H 2.944171 -1.637807 6.825495 -0.116 0.027 -0.409 0.274
H 0.695596 -2.477456 6.167173 0.235 0.187 -0.407 0.268
H -0.076042 -2.266638 3.887920 0.044 0.071 -0.194 0.255
```
Forces are in eV/Å.

Calculated values
Multiplicity: 5
Energy above the lowest of the compared OMol25 structures with the same formula, charge and spin (kJ/mol): 566.19
Net charge: +3
E_LUMO (spin up / spin down) (eV): -11.614 / -13.795
Expectation value of S²: 6.019
Calculated total energy (a.u.): -2378.71015
Orbital gap (spin up / spin down) (eV): 6.11 / 4.74